Entry 1:
Formula: C34H53As3F3N4O3RuS
Source: OMol25
Level of theory: ωB97M-V/def2-TZVPD

CARTESIAN COORDINATES (ANGSTROEM)
H: -2.9541 3.7574 -2.5114
C: 0.1220 -1.0252 -2.8440
C: 3.8327 -3.3260 4.5274
C: -1.5283 -2.3599 0.3991
As: -1.0594 2.4903 -6.3546
C: -1.3016 3.2177 -4.5219
H: 4.1275 1.3981 2.3873
C: 3.1712 1.3395 1.8620
H: 4.5232 -2.6209 6.4148
H: 3.5445 0.7804 4.1884
C: 3.1566 -3.2597 3.3426
O: 3.1007 -2.2632 -2.9137
C: 4.0953 -2.3177 5.4684
H: 4.1965 -0.3259 6.0739
H: 2.5003 3.2700 2.5755
H: -0.8463 -2.5855 3.0518
C: -3.0602 -0.5385 1.8976
C: 2.9428 -0.7764 2.9136
N: -0.9202 -1.1752 0.9953
O: 2.1795 -1.8628 -0.7042
C: -2.7911 4.6389 0.3014
H: 4.2012 -4.3147 4.7821
H: -2.2092 3.8201 -4.6445
H: -3.1715 4.5378 1.3176
C: -1.4164 2.4138 -3.1986
C: -1.9640 3.4257 -2.1825
H: -3.5967 2.4590 -6.3448
H: 2.7296 0.4156 -3.1981
H: 0.7253 -1.0273 -3.7496
H: 0.1948 3.0214 1.8283
H: -2.3643 -2.0796 -0.2556
C: 2.4732 -2.1541 2.7421
C: 0.1836 -4.3381 2.3830
S: 2.7885 -2.8390 -1.6352
C: 3.9119 -0.9767 5.2532
N: 1.5331 -2.2741 1.8441
H: 3.1964 0.3487 -1.4966
C: 2.5221 0.8170 -2.2073
H: -0.7843 -2.7924 -0.2613
C: 3.4747 -0.2947 4.1111
Ru: 1.0560 -0.6243 0.6879
H: -2.1244 -4.3518 0.9008
F: 5.2130 -3.8069 -1.6510
As: -2.1275 2.8990 -0.3019
H: 0.7018 -4.5520 3.3211
H: -4.5962 1.3857 4.2894
H: 0.9345 0.9777 -5.8209
H: -2.1098 0.5717 -4.1376
H: 0.4580 1.5904 -3.8003
H: -2.9985 -3.1316 1.7947
H: 0.2534 -1.9735 -2.3349
H: 0.6131 2.8137 -2.5666
H: -0.0578 -5.3033 1.9263
C: -3.7446 1.0916 3.6904
H: -4.9736 -0.2413 2.6320
C: 0.9033 2.2274 1.5888
H: -3.0073 0.7991 -6.1353
H: -0.0217 0.3752 -7.1665
F: 4.3052 -3.7293 0.3171
N: 2.6998 -0.0323 1.8264
C: -3.9473 0.0986 2.7356
C: 1.1289 -3.6210 1.4291
N: 0.1957 0.9596 1.5404
H: -4.5109 2.5125 -1.1617
H: -3.8154 0.9854 -0.5701
H: 1.2405 2.4283 0.5645
H: -1.9788 5.3652 0.3039
C: -0.0841 0.7972 -6.1629
H: -0.5652 0.0719 -5.5089
H: -3.5914 4.9955 -0.3488
H: -4.3835 2.1884 0.5835
H: 3.3596 1.6649 0.8347
H: -2.5662 2.4839 4.7157
As: 0.6664 0.4634 -1.7143
C: -2.8475 1.7351 -6.6655
C: -1.3275 1.6394 3.2718
H: -1.3173 4.3102 -2.1821
H: -2.9739 1.5637 -7.7335
H: 1.8624 1.8982 3.4889
C: 4.4286 -3.0846 -0.8519
F: 5.0252 -1.9149 -0.6147
H: 0.6956 -3.5540 0.4438
H: 2.6644 1.8977 -2.2010
C: -2.4060 1.2628 -3.3500
C: 2.1224 2.2479 2.4864
H: -3.5089 -1.2629 1.2340
H: -1.6668 -4.0747 3.4446
H: -0.9301 -0.8987 -3.0840
C: -2.0075 -3.4025 1.4329
C: -2.5502 1.7470 3.9185
H: -0.4884 3.9408 -4.4118
C: -3.8985 2.0532 -0.3837
C: -1.1019 -3.5727 2.6568
H: -2.4966 0.6944 -2.4214
H: 3.0816 -4.1887 2.7958
C: 0.0186 1.9478 -2.8679
H: -3.3980 1.6456 -3.6003
H: -0.5611 2.3122 3.6340
H: 2.0205 -4.2261 1.2720
O: 2.1491 -4.1241 -1.6174
C: -0.9147 0.7861 2.2318
C: -1.6580 -0.3807 1.7367

Output
**LUMO energy (spin up / spin down)**: 0.005 / -0.686 eV
**⟨S²⟩**: 0.764
**Multiplicity**: 2
**Orbital gap (spin up / spin down)**: 6.92 / 6.24 eV

Entry 2:
Formula: C34H53BClN2O16PS
Source: OMol25
Level of theory: ωB97M-V/def2-TZVPD

CARTESIAN COORDINATES (ANGSTROEM)
C: -2.4420 0.5758 -5.6662
C: -4.0022 -5.6493 -0.0727
H: -4.1227 -7.1247 -1.6246
O: -2.4848 3.3555 -4.5565
O: -5.3519 2.2390 -4.0457
N: -1.2026 -5.1527 2.3464
C: 1.7741 -0.0767 -2.2324
O: -1.6812 -4.2430 2.9986
H: 0.8283 3.7096 0.9197
H: -0.0771 -1.3804 -0.4197
O: -2.3901 -0.3445 -8.5487
O: -1.3446 3.4454 6.4607
C: -2.2770 -7.2616 -0.5409
H: 1.1753 2.0397 -2.5634
C: -1.6439 -0.1771 -7.6710
H: -0.8693 5.5111 -0.2922
H: -3.1053 -0.4418 -1.8675
C: 7.2798 -0.2348 2.0554
H: 2.3544 0.8278 5.0101
H: -4.9721 -5.2239 -0.2945
O: -2.3555 3.4121 0.4182
Cl: -4.2436 1.2888 -0.7522
H: -2.8359 4.6531 5.7298
C: -2.9234 0.6350 -1.7792
O: -0.9764 2.7374 -2.7562
H: -1.9048 -8.0919 -1.1263
C: -1.4819 0.7723 -1.2348
C: 5.3913 1.2695 2.0718
C: -3.1452 1.1963 -3.2638
H: 4.3792 1.5094 1.7762
C: 7.9958 0.6616 2.8329
O: -0.6190 4.7637 -0.8586
H: 2.1225 -1.7970 -0.8597
S: -2.5125 2.8994 -3.2045
C: -0.7674 -1.1328 0.3915
H: -1.2407 5.4517 5.8285
C: 7.4112 1.8556 3.2338
C: 6.1116 2.1602 2.8514
C: 0.0364 3.1771 6.2521
C: -3.5228 -6.7162 -0.8210
H: 0.3706 3.5266 5.2626
H: -0.9215 0.0080 -1.7908
O: 1.3094 0.6563 -1.0716
C: 0.2130 0.9193 5.0194
H: 7.7370 -1.1646 1.7481
H: -3.4740 0.7143 -6.0054
O: 4.0795 -0.5557 0.5615
H: -1.7982 1.4268 -5.9071
C: 0.8409 1.9143 -1.5252
H: -0.2007 -0.0703 5.2435
H: 0.7160 -2.0798 -3.5354
H: 5.6585 3.0916 3.1643
H: 0.6125 3.7086 7.0282
N: 5.2108 -0.8772 0.8814
C: -1.3931 0.2874 0.2470
O: -5.4517 -0.0137 -3.3412
B: -4.7157 1.1259 -3.5395
H: -0.4784 1.4665 4.3624
H: -0.8918 -1.0546 2.5455
O: -1.9148 -0.5790 -6.3886
H: 1.9006 -0.7335 1.2989
C: -1.5095 -6.7455 0.4913
C: 1.6747 -0.5531 3.4671
C: -1.7578 4.5015 5.6164
H: -0.7639 0.9399 0.8589
C: 1.3145 -2.5677 -2.7526
C: -0.7312 2.0830 -1.4850
C: -0.3124 0.5233 -7.9560
H: -6.1478 1.9730 -4.5265
H: 1.3485 2.7072 -0.9621
C: -2.0037 -5.6883 1.2353
H: -2.3769 0.2165 0.7152
C: 1.5583 0.7758 4.2506
P: -1.0166 3.3760 -0.1361
H: -0.3643 1.5671 -7.6241
H: -0.3345 1.2302 7.0878
H: -0.5402 -7.1726 0.7060
O: -0.1096 -5.6505 2.5477
H: -2.6270 -0.7517 -3.9931
H: 3.1811 -1.6911 -2.2451
H: -6.3933 0.1818 -3.4288
C: 0.3544 1.6813 6.3618
H: 1.0105 -0.0871 -3.0227
H: 0.6004 -3.1188 -2.1295
H: -0.1336 0.5380 -9.0313
C: 2.1449 -1.5410 -1.9207
H: 0.1677 -2.3333 1.9805
H: -1.2444 0.3057 -3.8719
H: 1.7056 1.6505 3.6019
H: 1.1752 -1.3464 4.0372
C: -0.1301 -1.2933 1.7861
H: 1.9730 -3.2658 -3.2770
C: -3.2408 -5.1304 0.9626
O: 5.7417 -1.9317 0.5859
C: 5.9831 0.0786 1.6872
H: -3.6187 -4.3017 1.5447
H: 7.9701 2.5508 3.8477
H: -1.6006 -1.8525 0.3448
H: -1.5835 4.2524 4.5561
H: 1.3685 1.5453 6.7585
C: 1.1188 -0.4312 2.0212
H: 0.9609 0.6435 1.8600
C: -2.2956 0.2811 -4.1782
O: 0.0310 3.1861 1.1047
O: -3.2972 3.7698 -2.4144
H: 2.6928 0.4356 -2.5511
H: 0.5278 0.0098 -7.4766
H: 9.0094 0.4279 3.1300
H: 2.7473 -0.7943 3.4531

Output
**LUMO energy**: -0.722 eV
**SMILES**: CCCOC[C@@]1(P(=O)(O)O)OS(=O)(=O)[C@](CCOC(C)=O)(B(O)O)[C@H](Cl)[C@@H]1CCCCCCCCCOC.O=[N+]([O-])c1ccccc1.O=[N+]([O-])c1ccccc1
**Orbital gap**: 8.77 eV

Entry 3:
Formula: C34H53Br2N5O3
Source: OMol25
Level of theory: ωB97M-V/def2-TZVPD

CARTESIAN COORDINATES (ANGSTROEM)
C: 3.2975 2.7574 -1.2539
C: 4.7714 0.5712 1.4396
H: 1.2682 -6.0503 2.6192
H: -7.6767 0.9039 2.8340
C: -4.9751 2.8338 3.4915
C: -6.8996 1.6643 2.7356
N: 5.7804 1.0611 0.6681
H: 0.4899 5.9409 0.9983
C: -1.2359 0.7120 -4.8910
H: -4.2473 -0.1074 -0.0212
Br: 1.1761 0.3675 1.5925
C: 0.9440 -3.8373 -2.5031
C: -0.1055 -0.1000 -4.8192
C: 5.2294 3.8368 -1.0336
H: -7.3743 2.3761 2.0365
N: -4.5288 -0.6102 -0.8439
H: -0.5378 -2.1255 -2.6608
C: 0.2211 -4.4227 3.5391
H: -7.0619 3.0553 4.4016
H: 5.6401 1.9043 0.1274
H: 7.7240 0.3828 0.1038
H: 0.9019 2.8168 -3.6150
C: -3.8595 -1.6270 -1.4352
H: -6.3631 0.3848 -1.1288
H: 7.0609 -1.7381 1.7103
H: 5.9236 4.4993 -0.5394
C: -1.3827 -3.9941 -2.0439
H: -2.4193 -3.9854 -2.3673
H: 1.6796 -3.6678 -3.2902
H: 3.7226 4.0729 0.3885
H: -1.1183 -5.9029 -2.9772
C: 5.1726 -0.6212 2.0007
H: 2.3119 2.4226 -0.9776
H: 0.3208 1.0197 -1.2487
H: 1.3813 -3.4844 -1.5600
H: 6.2644 2.9024 -2.7120
O: -5.7896 1.1228 2.0239
C: -0.4850 0.4755 -0.7638
C: 0.4339 -2.9398 3.2016
C: -5.7933 -1.2997 -2.5187
H: -0.4870 -2.3867 3.3742
N: 3.9839 3.6627 -0.4960
H: -0.9080 -5.9811 -1.1496
H: -6.5655 -1.4504 -3.2555
H: 0.6780 -1.2567 -0.1902
C: 2.9410 4.9764 2.9028
H: 2.3138 6.9156 2.3876
H: 1.3602 -4.2791 0.4142
H: -2.9371 -2.0345 -1.0543
H: -4.9483 3.9195 3.4160
H: -1.4469 2.7431 -4.2748
H: -0.7892 -4.6557 3.8796
C: -0.3804 -3.1827 -2.8665
O: 0.6250 -5.2079 -2.3697
C: 2.4725 3.7456 2.4949
H: 0.0412 -1.1439 -5.0398
H: 1.2476 -2.4982 3.7779
C: 6.8322 0.1829 0.6718
H: 3.8826 1.1745 1.4794
C: 1.3233 3.9748 1.7096
C: 0.0310 -0.4995 0.2507
C: 0.4580 1.9506 -4.0761
H: -0.7432 -1.0345 0.7913
H: 2.9551 2.7988 2.6658
H: -3.7939 1.4259 2.3006
C: 6.4636 -0.8770 1.4529
H: -6.1732 1.5710 4.7224
N: 2.1409 5.9313 2.3237
N: -0.8748 1.9281 -4.3960
H: -1.0598 -0.0125 -1.5507
H: -0.5982 -3.4039 -3.9154
C: 0.9439 0.6971 -4.3390
Br: -1.7787 1.6750 0.1723
C: 4.1202 2.3669 -2.2933
H: -4.2637 2.5774 4.2777
H: -4.5789 2.7496 1.4084
H: 2.4880 -4.2560 1.7268
H: -4.3025 -2.7169 -3.3357
C: -5.7255 -0.4124 -1.4718
C: 1.1570 5.3274 1.5790
C: -6.3649 2.3419 3.9713
H: -1.3102 -3.6179 -1.0162
H: 3.8003 5.2999 3.4668
C: 1.4125 -4.2021 1.5016
C: -4.5530 -2.0157 -2.5592
C: -4.6963 2.0257 2.2213
H: -0.1944 -5.5943 1.7110
H: 0.8458 -4.7054 4.3915
H: 4.6305 -1.2779 2.6577
H: 0.8360 3.1344 1.2389
O: 0.8592 -2.9341 1.8321
H: 1.9836 0.4306 -4.2263
C: 5.3706 3.0125 -2.1228
C: 0.6309 -5.2191 2.3170
C: -0.7599 -5.4153 -2.0648
H: 3.8146 1.6911 -3.0748
H: -2.2716 0.4702 -5.0578

Output
**LUMO energy**: 0.456 eV
**Energy relative to the best compared isomer or geometry (same formula, charge and spin)**: 0.0 kJ/mol
**SMILES**: c1cc[nH]c1.c1cc[nH]c1.c1cc[nH]c1.c1cc[nH]c1.c1cc[nH]c1.C1CCOC1.C1CCOC1.C1CCOC1.BrCCBr
**Orbital gap**: 8.27 eV

Q: Which E values were calculated for the entries above? A: -9272.01584 -3865.21853 -6974.75609, in Ha.